i:
The following is a DFT calculation (ωB97M-V/def2-TZVPD) of a 3-piece molecular cluster, C6H12O2 overall.

Last column: Mulliken charge in e.
Cartesian coordinates (Å):
O: 0.9187 -3.3911 0.2680  -0.61
O: 1.8861 1.4713 2.2412  -0.64
C: -1.7430 0.9704 -0.4152  -0.42
C: -0.8099 -0.0882 -0.2268  0.71
C: -0.9062 -0.8756 0.8401  -0.92
C: 0.0696 -0.2831 -1.3674  -0.17
C: -1.3786 2.2791 -0.5074  -0.58
C: 1.1485 0.4554 -1.5317  -0.75
H: 1.9780 0.2155 -2.2552  0.20
H: 2.0715 0.4939 2.3328  0.32
H: -1.4846 -0.6356 1.6890  0.34
H: 1.4980 1.3127 -1.1152  0.32
H: -2.7987 0.6821 -0.5591  0.28
H: -0.1910 -1.7438 0.9896  0.17
H: -0.3733 2.5378 -0.5081  0.27
H: -0.1812 -1.1473 -2.0297  0.32
H: -2.1953 3.0113 -0.8178  0.23
H: 0.9015 -3.9653 -0.4770  0.30
H: 0.0267 -3.0216 0.3028  0.33
H: 1.5632 1.7222 3.1471  0.31

Properties
SMILES string: C=CC(=C)C=C.O.O
Gap between HOMO and LUMO (eV): 9.905
E_HOMO (eV): -9.22

ii:
The following is a DFT calculation (ωB97M-V/def2-TZVPD) of one molecule with the formula C6H12O2.

Last column: Mulliken charge in e.
Cartesian coordinates (Å):
O: -0.3211 1.4969 0.2817  -0.61
O: 1.9448 -1.4386 -0.0818  -0.53
C: -0.8030 -0.8515 0.5596  -0.89
C: 2.5956 0.7031 0.6761  -1.12
C: -0.1830 0.1950 -1.6830  -1.66
C: -0.0802 0.2070 -0.1734  1.15
C: -2.4765 -0.5688 0.3036  -1.10
C: 1.5882 -0.3237 0.2080  0.47
H: -2.7557 0.4341 -0.0102  0.32
H: -0.4329 1.4879 1.2400  0.40
H: -3.0261 -0.7807 1.2175  0.35
H: -2.7763 -1.2670 -0.4737  0.32
H: -0.6516 -0.7916 1.6364  0.48
H: 0.1854 1.1218 -2.1158  0.41
H: 3.0112 0.3741 1.6284  0.32
H: 0.4173 -0.6048 -2.1138  0.37
H: 2.1426 1.6849 0.7931  0.31
H: -0.5962 -1.8439 0.1733  0.38
H: 3.4164 0.7478 -0.0421  0.29
H: -1.1990 0.0181 -2.0237  0.36

Properties
SMILES string: CC[C@@](C)(O)C(C)=O
Gap between HOMO and LUMO (eV): 9.270
E_HOMO (eV): -8.55

iii:
The following is a DFT calculation (ωB97M-V/def2-TZVPD) of one molecule with the formula C6H12O2.

Last column: Mulliken charge in e.
Cartesian coordinates (Å):
O: 0.2101 -0.1315 3.1689  -0.55
O: 0.6406 -2.1658 2.3335  -0.46
C: 0.7987 1.2132 0.3331  -1.39
C: 0.1265 -0.0832 -0.0848  0.58
C: -0.7854 0.1442 -1.3012  -0.69
C: -0.7112 -0.7346 1.0310  -0.78
C: 0.0700 -0.9387 2.2903  0.32
C: -0.0429 0.6357 -2.5374  -1.28
H: 1.1590 -2.2452 3.1670  0.35
H: -1.5951 -0.1378 1.2401  0.42
H: 0.8217 -0.0141 -2.7179  0.32
H: 0.0560 2.0251 0.3246  0.30
H: 1.2374 1.1463 1.3333  0.42
H: -1.5666 0.8414 -1.0049  0.36
H: 0.2097 1.6977 -2.4895  0.30
H: 1.5984 1.4835 -0.3661  0.34
H: -0.6840 0.5676 -3.4140  0.40
H: -1.3098 -0.7867 -1.5634  0.35
H: -1.0897 -1.6760 0.6459  0.42
H: 0.8565 -0.8412 -0.3885  0.26

Properties
SMILES string: CC[C@@H](C)CC(=O)O
Gap between HOMO and LUMO (eV): 11.211
E_HOMO (eV): -10.39

iii is the most stable structure; the next one sits 41.2 kcal/mol above it.